Computed, not measured: a molecular structure, C30H55Cl2N2O4P2Si4Ta, with the ωB97M-V functional and the def2-TZVPD basis.

Element x y z (Å)
Ta -4.171 -0.801 -0.342
O -4.244 -1.370 1.397
C -5.136 -1.897 2.502
O -5.373 -1.054 -1.657
C -6.356 -0.481 -2.496
H -5.967 -1.171 2.542
H -4.630 -2.010 3.492
H -5.502 -2.918 2.246
H -7.103 -1.251 -2.703
H -5.848 -0.013 -3.363
H -6.714 0.293 -1.805
C -3.609 -2.871 -0.910
C -4.452 -2.797 -2.064
H -4.014 -3.433 -0.060
H -2.593 -3.101 -1.226
H -5.406 -3.313 -2.023
H -4.052 -2.430 -3.018
Cl -2.235 -0.220 -1.313
Cl -5.081 1.227 0.061
N 3.328 1.066 0.440
P 0.776 -1.679 -0.760
P -0.203 2.298 -0.008
C 1.290 3.078 0.980
C -1.397 2.329 1.293
C 2.538 -1.711 -0.250
C 0.224 -2.999 0.448
Si -0.508 -2.354 2.095
H 1.039 -3.715 0.633
H -0.566 -3.490 -0.129
C 0.712 -2.430 3.581
C -2.055 -3.465 2.316
Si -1.029 0.906 2.616
H -2.384 2.127 0.822
H -1.396 3.319 1.812
C -2.621 1.091 3.574
C 0.461 1.281 3.751
Si 2.921 2.796 0.156
H 1.307 2.528 1.919
H 1.169 4.117 1.290
C 4.417 3.717 0.814
C 2.789 3.032 -1.697
Si 3.577 -0.223 -0.794
H 3.103 -2.622 -0.530
H 2.531 -1.694 0.854
C -0.579 3.874 -0.993
C -0.778 5.136 -0.419
H -0.519 5.297 0.623
C -1.363 6.163 -1.159
H -1.580 7.143 -0.673
C -1.651 5.975 -2.515
H -2.106 6.788 -3.098
C -1.308 4.777 -3.140
H -1.423 4.662 -4.219
C -0.830 3.706 -2.372
H -0.665 2.722 -2.805
C 0.843 -2.661 -2.322
C 0.138 -2.261 -3.474
H -0.423 -1.316 -3.440
C 0.091 -3.081 -4.603
H -0.482 -2.786 -5.482
C 0.775 -4.306 -4.621
H 0.794 -4.914 -5.519
C 1.418 -4.728 -3.458
H 1.893 -5.713 -3.429
C 1.466 -3.922 -2.319
H 1.927 -4.279 -1.388
H 1.896 2.542 -2.109
H 3.676 2.671 -2.237
H 2.700 4.111 -1.894
H 4.484 3.631 1.907
H 4.410 4.783 0.555
H 5.360 3.318 0.413
C 3.228 0.190 -2.618
C 5.390 -0.666 -0.738
H 2.242 0.621 -2.830
H 3.294 -0.748 -3.186
H 4.001 0.858 -3.032
H 5.636 -1.182 0.201
H 6.024 0.232 -0.809
H 5.641 -1.327 -1.585
H -2.178 -4.144 1.466
H -2.964 -2.877 2.367
H -1.946 -4.076 3.217
H 1.450 -1.633 3.564
H 1.232 -3.385 3.575
H 0.115 -2.281 4.487
H -2.589 2.074 4.078
H -2.706 0.273 4.300
H -3.453 1.027 2.856
H 1.449 1.076 3.311
H 0.375 0.612 4.622
H 0.460 2.332 4.067
N -0.624 -0.655 2.096
C 4.595 -0.759 3.237
O 4.220 -0.435 1.894
C 3.719 0.809 1.741
O 3.616 1.575 2.703
H 5.271 0.003 3.657
H 5.102 -1.724 3.192
H 3.694 -0.816 3.871

Output
LUMO energy ... -0.0628 hartree
Gap between HOMO and LUMO ... 4.2398 eV

Computed, not measured: a molecular structure, C30H56AgFN2O8, with the ωB97M-V functional and the def2-TZVPD basis.

Element x y z (Å)
Ag -2.510 2.644 -0.600
F -1.146 1.468 0.679
C 0.889 4.300 4.641
C 1.230 3.840 3.212
C 2.642 4.262 2.772
C 3.742 3.480 3.435
C 3.437 1.968 3.286
C 2.067 1.436 3.661
N 1.119 2.384 3.055
O -0.219 1.893 3.116
C 1.889 0.067 2.980
C 1.956 1.304 5.186
C 0.227 4.505 2.232
H 0.509 5.319 4.531
H 1.818 4.298 5.211
H 0.068 3.852 5.199
H 2.715 4.242 1.684
H 2.647 5.298 3.123
H 3.807 3.674 4.506
H 4.705 3.729 2.988
H 4.142 1.427 3.926
H 3.672 1.564 2.298
H 0.967 -0.468 3.213
H 1.849 0.192 1.896
H 2.675 -0.659 3.197
H 2.020 2.242 5.734
H 1.012 0.812 5.426
H 2.742 0.638 5.548
H -0.775 4.109 2.401
H 0.608 4.295 1.233
H 0.098 5.583 2.332
H -0.414 1.696 2.184
C -0.353 -1.174 -5.791
C 0.497 -1.638 -4.586
C 0.438 -0.570 -3.473
C -0.796 -0.735 -2.529
C -0.917 -2.143 -2.082
C -0.937 -3.316 -3.119
N 0.097 -3.027 -4.135
O 0.156 -3.994 -5.088
C -0.517 -4.555 -2.331
C -2.348 -3.385 -3.693
C 1.967 -1.837 -4.923
H -0.127 -1.760 -6.681
H -0.171 -0.113 -5.945
H -1.416 -1.324 -5.605
H 1.286 -0.702 -2.801
H 0.319 0.411 -3.926
H -1.705 -0.406 -3.043
H -0.736 -0.054 -1.678
H -1.808 -2.198 -1.456
H -0.054 -2.303 -1.430
H 0.492 -4.489 -1.923
H -1.200 -4.825 -1.527
H -0.511 -5.456 -2.950
H -2.410 -4.156 -4.462
H -3.001 -3.599 -2.851
H -2.580 -2.449 -4.200
H 2.176 -2.285 -5.897
H 2.515 -2.553 -4.302
H 2.553 -0.926 -4.809
H 1.071 -4.320 -5.047
O -3.679 0.583 -0.615
C -4.323 -0.341 -1.025
O -4.831 -1.372 -0.215
C -5.603 -2.264 -1.023
C -6.012 -1.514 -2.267
C -4.817 -0.580 -2.441
H -6.463 -2.496 -0.398
H -5.017 -3.128 -1.340
H -6.975 -1.014 -2.172
H -6.111 -2.207 -3.102
H -5.109 0.356 -2.913
H -3.975 -1.072 -2.931
O 1.291 4.212 -1.095
C 2.113 3.327 -0.901
O 3.427 3.584 -1.056
C 4.178 2.530 -0.426
C 3.249 1.324 -0.564
C 1.897 1.972 -0.324
H 4.301 2.721 0.641
H 5.164 2.332 -0.842
H 3.494 0.595 0.211
H 3.212 0.833 -1.537
H 1.611 2.119 0.723
H 1.040 1.502 -0.805
O -0.425 -4.413 4.203
C -0.831 -3.486 3.551
O -0.685 -3.571 2.211
C -0.890 -2.304 1.624
C -1.683 -1.493 2.597
C -1.295 -2.091 3.947
H -1.440 -2.377 0.686
H 0.092 -1.840 1.501
H -2.761 -1.662 2.538
H -1.599 -0.409 2.523
H -2.215 -2.247 4.510
H -0.501 -1.619 4.521

Output
Spin multiplicity ... 2
LUMO energy (alpha / beta) ... -0.1186 / -0.2519 hartree
Gap between HOMO and LUMO (alpha / beta) ... 5.9670 / 2.3390 eV
<S²> ... 0.75
Net charge ... +1

Computed, not measured: a molecular structure, C30H57Al3Br3Cs2F5N3O10S2, with the ωB97M-V functional and the def2-TZVPD basis.

Element x y z (Å)
C 5.252 -2.372 2.566
C 4.067 -1.409 2.701
C 4.405 -0.122 3.482
C 4.266 1.141 2.650
N 2.858 1.400 2.221
C 1.913 1.629 3.331
C 0.505 1.595 2.752
C -0.002 2.928 2.196
C -1.509 3.047 2.189
Al -2.190 1.926 0.637
O -1.582 0.290 0.691
C -4.216 1.680 0.717
C -4.600 0.420 -0.080
C -5.681 -0.459 0.670
C -5.371 -1.966 0.768
C -3.981 -2.254 1.343
C -3.133 -3.084 0.368
C -2.133 -4.052 1.023
C -0.653 -3.675 0.816
C -0.045 -4.672 -0.162
O 1.259 -4.360 -0.606
C 2.270 -4.782 0.284
C 2.861 2.499 1.335
S 3.153 4.058 1.726
S 2.365 2.236 -0.288
C 3.264 0.823 -0.972
C 4.009 1.262 -2.236
C 4.952 0.141 -2.711
H 5.910 -2.287 3.436
H 5.860 -2.134 1.688
H 4.923 -3.412 2.515
H 3.638 -1.181 1.720
H 3.289 -1.945 3.254
H 3.810 -0.075 4.396
H 5.448 -0.165 3.814
H 4.869 1.022 1.742
H 4.666 2.013 3.187
H 2.109 2.556 3.888
H 2.011 0.817 4.051
H 0.531 0.842 1.957
H -0.184 1.240 3.526
H 0.491 3.775 2.713
H 0.329 3.014 1.146
H -1.796 4.098 2.058
H -1.922 2.692 3.143
H -1.824 2.606 -0.778
H -1.640 -0.068 1.583
H -4.713 2.597 0.294
H -4.549 1.603 1.757
H -5.027 0.795 -1.017
H -3.734 -0.201 -0.361
H -6.622 -0.382 0.108
H -5.915 -0.059 1.654
H -6.151 -2.374 1.418
H -5.481 -2.503 -0.178
H -3.493 -1.326 1.665
H -4.103 -2.873 2.256
H -2.594 -2.423 -0.331
H -3.837 -3.686 -0.222
H -2.361 -4.175 2.088
H -2.278 -5.037 0.557
H -0.117 -3.752 1.765
H -0.530 -2.648 0.457
H -0.053 -5.668 0.308
H -0.682 -4.734 -1.055
H 3.103 -4.082 0.215
H 1.915 -4.802 1.321
H 2.624 -5.786 0.023
H 2.531 0.044 -1.198
H 3.951 0.432 -0.217
H 4.552 2.193 -2.046
H 3.260 1.460 -3.009
H 4.887 0.035 -3.796
H 5.993 0.372 -2.475
H 4.683 -0.824 -2.274
Cs -5.215 -0.732 -2.203
F -3.771 -3.752 3.804
C 1.440 -4.409 5.173
N 0.244 -4.042 4.362
O -0.036 -2.864 4.262
O -0.364 -4.958 3.849
H 1.879 -3.498 5.563
H 1.100 -5.062 5.971
H 2.126 -4.936 4.517
C 3.176 6.463 -1.443
Br 4.663 7.707 -1.719
Br 1.484 7.392 -1.308
Br 3.140 5.121 -2.770
H 3.353 5.992 -0.482
Cs 3.497 9.571 -3.051
Al -6.305 3.109 -0.936
F 1.127 2.375 -3.828
Al 0.887 2.477 -5.514
F -0.496 1.651 -5.955
F 2.256 1.861 -6.253
F 0.739 4.119 -5.869
C -6.442 3.945 -5.883
C -6.520 5.225 -6.233
C -5.453 5.865 -7.056
O -5.529 7.033 -7.364
C -4.308 5.015 -7.473
C -4.235 3.734 -7.122
C -5.292 3.101 -6.299
O -5.219 1.931 -5.975
H -7.207 3.455 -5.292
H -7.347 5.863 -5.948
H -3.547 5.500 -8.071
H -3.408 3.097 -7.411
N 7.793 -4.503 3.768
O 6.970 -5.418 3.807
O 7.784 -3.634 4.644
O 8.613 -4.446 2.854
O -3.431 -5.942 -1.743
H -2.485 -6.032 -1.904
H -3.742 -6.845 -1.626

Output
LUMO energy ... -0.3000 hartree
Gap between HOMO and LUMO ... 1.3107 eV
Net charge ... +1

Computed, not measured: a molecular structure, C30H57GaN3O5, with the ωB97M-V functional and the def2-TZVPD basis.

Element x y z (Å)
C 2.575 -0.381 4.399
C 2.277 0.607 3.293
O 2.248 1.924 3.826
C 1.270 2.751 3.179
Ga 1.495 3.057 1.176
C 0.283 4.619 0.664
C -1.135 4.031 0.625
C -2.251 5.066 0.772
O -2.721 5.509 -0.512
C 0.729 1.436 0.119
C 1.702 0.439 -0.306
O 1.801 -0.657 0.233
C 2.633 0.755 -1.443
C 2.370 1.770 -2.366
C 3.287 2.023 -3.384
C 4.463 1.285 -3.496
C 4.718 0.258 -2.589
C 3.805 0.000 -1.573
N 3.354 3.495 0.630
C 3.650 4.861 0.796
C 4.792 5.359 -0.056
O 3.081 5.615 1.542
C 4.314 2.703 1.279
C 4.903 3.175 2.592
O 4.678 1.638 0.832
H 2.238 -1.369 4.086
H 2.058 -0.128 5.321
H 3.640 -0.458 4.598
H 1.337 0.388 2.793
H 3.088 0.553 2.561
H 0.281 2.296 3.344
H 1.250 3.718 3.676
H 0.561 5.084 -0.278
H 0.325 5.331 1.486
H -1.277 3.479 -0.301
H -1.233 3.343 1.468
H -1.927 5.930 1.339
H -3.108 4.634 1.301
H -3.112 4.736 -0.923
H -0.081 0.985 0.683
H 0.292 1.895 -0.767
H 1.472 2.359 -2.300
H 3.094 2.813 -4.097
H 5.191 1.492 -4.266
H 5.616 -0.340 -2.630
H 3.961 -0.776 -0.842
H 5.687 5.348 0.567
H 4.616 6.378 -0.378
H 4.986 4.692 -0.888
H 5.872 3.640 2.424
H 5.074 2.278 3.175
H 4.234 3.824 3.142
C -2.138 -1.601 0.120
C -2.877 -0.717 1.111
N -3.521 0.426 0.491
C -3.961 1.425 1.446
C -5.075 1.058 2.436
C -4.437 0.123 -0.591
C -5.635 -0.792 -0.291
H -1.409 -1.023 -0.450
H -1.602 -2.386 0.655
H -2.820 -2.092 -0.580
H -2.142 -0.335 1.826
H -3.581 -1.337 1.692
H -4.258 2.321 0.892
H -3.079 1.726 2.019
H -6.057 1.043 1.963
H -5.115 1.806 3.231
H -4.902 0.091 2.908
H -3.862 -0.328 -1.403
H -4.802 1.068 -1.002
H -5.349 -1.654 0.315
H -6.049 -1.174 -1.227
H -6.437 -0.265 0.223
C 0.595 -7.750 -2.733
C -0.840 -7.285 -2.540
N -0.975 -6.245 -1.539
C -2.353 -5.986 -1.162
C -3.305 -5.416 -2.222
C -0.144 -5.068 -1.738
C -0.305 -4.285 -3.048
H 1.028 -8.080 -1.787
H 0.618 -8.590 -3.429
H 1.229 -6.967 -3.149
H -1.434 -8.142 -2.208
H -1.248 -6.987 -3.520
H -2.350 -5.318 -0.296
H -2.773 -6.930 -0.799
H -3.122 -4.359 -2.409
H -4.336 -5.504 -1.872
H -3.236 -5.952 -3.169
H 0.902 -5.370 -1.650
H -0.303 -4.389 -0.897
H -0.368 -4.943 -3.916
H 0.558 -3.633 -3.191
H -1.187 -3.645 -3.038

Output
LUMO energy ... 0.0896 hartree
Gap between HOMO and LUMO ... 7.2086 eV
Net charge ... -1

| no. | E_tot (eV) |
| --- | --- |
| 1 | -119861.8368 |
| 2 | -58084.3059 |
| 3 | -323231.6526 |
| 4 | -99119.5490 |